{"formula": "C37H32ClF5Ge2NO8SSeV", "method": "ωB97M-V/def2-TZVPD", "charge": -1, "s_squared": 3.77, "largest_force_ev_per_a": 3.6, "multiplicity": 4, "e_lumo_ev": [1.334, 1.081], "homo_ev": [-4.32, -4.34], "total_energy_ev": -297770.2507, "elements": ["V", "Cl", "C", "C", "C", "C", "O", "C", "C", "O", "C", "H", "H", "H", "H", "N", "C", "H", "F", "C", "C", "F", "C", "F", "C", "Se", "C", "F", "C", "F", "C", "Ge", "C", "C", "Ge", "C", "C", "C", "C", "C", "C", "C", "C", "C", "C", "C", "C", "H", "H", "H", "H", "H", "H", "H", "H", "H", "H", "H", "H", "H", "H", "H", "H", "H", "H", "H", "O", "C", "C", "C", "C", "C", "C", "C", "O", "O", "H", "H", "H", "H", "H", "C", "S", "O", "O", "O", "H", "H", "H"], "coordinates": [[-0.042, -0.021, -1.186], [6.599, -2.719, -2.448], [5.076, -2.241, -1.791], [4.864, -2.096, -0.439], [3.598, -1.762, 0.073], [2.573, -1.323, -0.781], [1.362, -0.972, -0.288], [2.819, -1.384, -2.198], [1.882, -1.013, -3.174], [0.720, -0.576, -3.019], [4.105, -1.897, -2.645], [5.710, -2.245, 0.234], [3.419, -1.783, 1.147], [2.291, -1.187, -4.169], [4.172, -1.992, -3.724], [-1.975, 0.473, 1.685], [-0.801, 0.413, 1.246], [-2.729, -0.158, 1.394], [-2.285, -7.100, -4.187], [-1.939, -6.163, -3.282], [-2.871, -5.814, -2.278], [-4.071, -6.374, -2.266], [-2.556, -4.810, -1.359], [-3.432, -4.671, -0.326], [-1.335, -4.119, -1.493], [-0.974, -2.850, -0.149], [-0.417, -4.510, -2.484], [0.760, -3.842, -2.578], [-0.710, -5.478, -3.396], [0.178, -5.811, -4.374], [1.259, -2.135, 4.865], [0.371, -0.375, 5.200], [1.273, 0.422, 6.713], [-1.582, -0.527, 5.582], [0.265, 0.943, 2.987], [2.006, 1.316, 2.239], [2.202, 1.833, 0.948], [3.482, 2.190, 0.536], [4.602, 2.116, 1.399], [4.357, 1.577, 2.676], [3.064, 1.190, 3.095], [-0.555, 2.775, 3.250], [-1.668, 2.994, 4.059], [-2.177, 4.258, 4.312], [-1.615, 5.424, 3.714], [-0.531, 5.194, 2.824], [0.027, 3.923, 2.669], [1.693, -2.423, 5.866], [2.092, -2.062, 4.151], [0.507, -2.849, 4.540], [0.959, -0.081, 7.640], [1.098, 1.494, 6.773], [2.371, 0.219, 6.700], [-1.997, 0.135, 6.349], [-1.799, -1.541, 5.937], [-2.166, -0.439, 4.654], [1.363, 2.003, 0.358], [3.607, 2.547, -0.507], [5.572, 2.413, 1.086], [5.146, 1.442, 3.406], [2.887, 0.718, 4.038], [-2.136, 2.056, 4.483], [-3.044, 4.380, 4.997], [-2.012, 6.428, 3.966], [-0.120, 5.963, 2.147], [0.904, 3.830, 1.999], [-3.573, -2.339, -4.868], [-3.924, -1.026, -4.791], [-4.862, -0.538, -5.699], [-5.212, 0.816, -5.675], [-4.645, 1.647, -4.704], [-3.689, 1.165, -3.812], [-3.347, -0.179, -3.826], [-2.312, -0.751, -2.886], [-1.838, -1.855, -3.130], [-1.880, 0.016, -1.850], [-2.766, -2.396, -4.253], [-5.264, -1.231, -6.441], [-5.965, 1.164, -6.427], [-4.939, 2.708, -4.631], [-3.184, 1.859, -3.153], [1.058, 3.726, -3.304], [-0.215, 3.247, -2.094], [-1.558, 3.140, -2.578], [-0.039, 4.185, -1.014], [0.401, 1.881, -1.617], [0.713, 4.559, -3.942], [1.362, 2.864, -3.939], [1.984, 4.010, -2.765]], "forces_ev_per_a": [[-1.4, -0.9, 0.4], [0.5, -0.2, 0.1], [0.5, 0.3, -0.4], [-0.8, 0.1, 1.8], [1.2, 0.1, 0.0], [-2.4, -0.1, -0.4], [2.9, 0.4, -0.8], [2.1, -0.7, 1.9], [-1.2, 0.0, -0.2], [1.3, -0.1, -0.1], [-3.2, 1.0, -1.1], [-0.4, -0.2, 0.0], [0.1, 0.2, -0.3], [-0.5, 0.2, -0.6], [0.5, -0.1, 0.1], [1.6, -1.2, -0.7], [-2.1, 0.2, 1.2], [-0.1, 0.4, -0.6], [0.2, 0.1, 0.1], [-0.3, 0.6, 0.4], [1.5, 0.7, -0.7], [-0.4, -0.6, 0.0], [0.6, -1.0, -0.7], [0.7, 0.4, -0.8], [-0.7, -0.4, 1.0], [0.4, 0.8, 0.3], [-0.4, 1.3, 0.8], [-0.4, -0.4, -0.1], [-0.5, -1.2, -0.5], [-0.7, 0.1, 0.5], [0.2, 0.6, 1.1], [-0.8, -0.4, -1.4], [1.2, -0.1, 0.5], [-0.1, -0.7, 0.0], [0.0, 1.3, -0.2], [-0.3, 0.3, -0.4], [1.6, -0.2, 1.7], [0.4, 0.4, -0.7], [-2.4, -1.1, 0.9], [-0.1, 0.1, 0.1], [1.5, 0.2, -1.1], [0.8, 0.6, 0.0], [-0.4, -1.7, 0.3], [-0.3, 1.4, 0.3], [0.4, -1.5, -0.2], [-0.4, 0.5, 0.1], [0.0, -0.6, -0.5], [-0.5, 0.0, -1.0], [-0.4, 0.0, 0.1], [0.2, -0.2, -0.1], [-0.3, 0.3, -0.3], [0.0, 0.0, 0.2], [-0.7, 0.4, -0.3], [0.3, 0.2, -0.3], [0.2, 0.0, 0.0], [0.2, 0.2, 0.3], [-1.1, 0.2, -1.2], [0.0, -0.1, 0.8], [0.7, 0.2, -0.2], [0.3, 0.1, -0.2], [0.3, 0.0, 0.7], [0.2, 1.4, -0.2], [0.7, -0.2, -0.5], [0.3, -0.8, -0.5], [-0.3, -0.1, 0.8], [-0.7, 0.0, 0.5], [0.3, 0.8, 0.2], [0.1, -0.9, 0.0], [0.0, 0.5, -0.2], [-0.5, -0.6, -0.2], [-0.2, 0.9, -0.2], [-0.5, 0.2, -0.3], [0.4, -0.1, 0.6], [0.7, 1.7, 0.9], [0.1, 0.0, 0.2], [-0.3, -1.2, -1.8], [-0.6, -0.2, -0.3], [0.1, 0.2, 0.2], [0.8, -0.1, 0.9], [0.2, -0.6, -0.2], [-0.1, -0.2, 0.2], [0.3, -0.5, -0.7], [1.8, -0.9, 1.9], [0.5, -0.2, -0.9], [0.1, 0.3, 0.0], [-1.0, 0.7, -0.7], [0.0, -0.4, 0.5], [-0.6, 0.5, 0.3], [-0.9, 0.0, 0.1]]}

{"formula": "C6H8N3O5S", "method": "ωB97M-V/def2-TZVPD", "charge": -1, "smiles": "CNC(=O)[C@@]1(OC(=O)[O-])CCON=[N+]1[S-]", "largest_force_ev_per_a": 4.8, "e_lumo_ev": [3.144, 3.144], "homo_ev": [-4.32, -4.32], "total_energy_ev": -31892.8671, "elements": ["C", "N", "C", "O", "C", "O", "C", "O", "O", "C", "C", "O", "N", "N", "S", "H", "H", "H", "H", "H", "H", "H", "H"], "coordinates": [[2.267, 1.281, 1.192], [0.856, 1.022, 0.988], [0.258, -0.129, 0.729], [0.843, -1.188, 0.839], [-1.178, 0.048, 0.030], [-1.501, 1.404, 0.051], [-2.899, 1.969, -0.410], [-2.943, 3.137, -0.230], [-3.600, 1.094, -0.861], [-1.296, -0.543, -1.331], [-1.435, -2.031, -1.411], [-2.452, -2.468, -0.668], [-2.757, -1.897, 0.484], [-2.259, -0.764, 0.825], [-2.809, -0.086, 2.183], [2.580, 2.001, 0.478], [2.419, 1.620, 2.272], [2.868, 0.429, 1.127], [0.256, 1.688, 0.665], [-0.496, -0.276, -1.945], [-2.323, 0.020, -1.589], [-1.434, -2.497, -2.413], [-0.499, -2.398, -0.852]], "forces_ev_per_a": [[-1.4, 0.7, 2.5], [1.1, -1.0, 0.4], [0.1, -1.0, -0.6], [-0.5, -1.2, 0.0], [-0.4, 0.4, 1.0], [1.0, -1.1, 0.2], [0.4, -1.1, 0.0], [0.2, 1.9, 0.4], [-1.0, -0.9, -0.5], [-3.3, 1.2, -1.3], [4.7, 0.5, 0.7], [-2.8, -1.9, 0.0], [-0.2, 1.3, 1.5], [0.8, -1.3, -1.3], [-0.5, 0.8, 2.0], [0.5, 0.9, -0.4], [-0.1, 0.1, -1.5], [0.6, -1.6, -0.5], [-1.5, 3.3, -0.6], [1.3, 0.9, -1.1], [2.2, -1.4, -0.4], [-0.4, 0.5, 0.5], [-0.6, 0.1, -1.1]]}

{"formula": "C4H7FN2O", "method": "ωB97M-V/def2-TZVPD", "charge": 0, "smiles": "O=CNN1C[C@H]1CF", "largest_force_ev_per_a": 1.4, "e_lumo_ev": 0.870, "homo_ev": -9.82, "total_energy_ev": -12004.5146, "elements": ["O", "C", "N", "N", "C", "C", "C", "F", "H", "H", "H", "H", "H", "H", "H"], "coordinates": [[-3.536, -0.485, -0.249], [-2.475, -0.373, 0.309], [-1.390, 0.237, -0.264], [-0.214, 0.339, 0.495], [0.648, 1.453, 0.120], [0.999, 0.080, -0.317], [2.081, -0.733, 0.300], [3.283, -0.443, -0.297], [-2.268, -0.737, 1.310], [-1.488, 0.310, -1.301], [0.256, 2.145, -0.650], [1.157, 1.943, 0.972], [0.827, -0.129, -1.360], [2.164, -0.459, 1.349], [1.798, -1.806, 0.249]], "forces_ev_per_a": [[-0.3, -0.2, -0.2], [0.4, 0.4, -0.2], [-1.2, -0.3, -0.4], [0.5, -0.4, -1.2], [0.0, 1.0, 0.1], [-0.2, 0.4, 0.2], [-0.8, -0.2, 0.9], [0.3, -0.3, -0.4], [0.1, 0.0, 0.5], [0.8, 0.3, 1.1], [0.3, -0.5, 0.6], [-0.2, -0.4, -0.6], [-0.2, -0.1, -0.3], [0.0, -0.1, 0.2], [0.6, 0.4, -0.2]]}